308
Properties=species:S:1:pos:R:3:mulliken_charge:R:1 method="wB97M-V/def2-TZVPD" charge=0 de_lowest_kcal_mol=153.62 homo_lumo_gap_ev=8.40 e_lumo_ev=0.415 energy_ha=-5029.83693
H -36.617 -18.192 -13.364 0.376
H -25.310 -4.678 -12.687 0.412
H -30.169 -14.677 -7.051 0.626
H -31.710 -11.224 -6.182 -0.678
H -30.673 -15.851 -1.089 0.405
H -35.023 -18.899 -12.842 0.431
C -38.138 -11.416 -11.418 -1.288
H -35.912 -14.489 -4.129 0.409
H -35.238 -11.593 -16.362 0.521
H -33.616 -17.660 -8.970 0.702
C -26.246 -17.608 -7.907 -0.904
C -30.908 -6.640 -2.213 -1.819
C -30.063 -13.663 -7.436 0.781
C -28.251 -16.931 -4.372 -2.069
H -24.066 -13.316 -8.643 0.492
C -31.605 -2.610 -5.843 -1.904
H -30.723 -13.002 -13.647 0.594
H -35.596 -15.297 -13.180 0.330
H -38.361 -15.988 -4.062 0.301
C -33.459 -6.550 -6.581 -1.068
H -27.137 -5.393 -9.570 0.449
H -29.380 -19.078 -4.645 0.394
C -25.755 -9.182 -6.739 -2.170
H -28.586 -13.735 -10.191 -0.322
H -30.533 -2.413 -5.856 0.366
H -39.412 -11.168 -7.583 0.392
C -35.571 -18.001 -13.124 -1.949
H -32.374 -9.808 -7.112 -0.005
H -28.194 -12.345 -11.855 -0.016
C -31.819 -16.442 -10.356 -2.394
N -26.416 -11.543 -13.978 -0.748
C -28.402 -17.233 -6.868 0.522
O -34.092 -2.742 -7.028 -0.473
H -35.531 -18.580 -10.624 0.430
H -24.730 -9.105 -7.101 0.500
C -32.234 -9.813 -13.485 -2.188
C -27.121 -12.859 -13.725 1.097
H -30.949 -8.415 -0.409 0.652
H -25.390 -3.908 -11.029 0.428
H -23.315 -12.681 -6.296 0.462
H -29.283 -9.700 -9.182 0.201
H -34.259 -12.961 -16.060 0.383
H -37.659 -14.219 -8.574 0.118
C -35.044 -14.321 -6.134 2.136
N -27.432 -6.301 -12.327 0.305
C -31.668 -13.171 -3.758 2.291
N -26.370 -17.903 -5.537 1.360
H -25.937 -16.582 -8.106 -0.330
H -31.718 -11.661 -9.480 -0.245
H -35.424 -14.465 -7.146 -0.600
C -30.345 -8.927 -1.158 -1.068
O -26.827 -6.516 -13.572 -0.471
H -27.847 -3.878 -9.985 0.510
H -26.975 -13.386 -5.218 0.242
H -28.110 -17.320 -9.053 0.434
H -27.899 -4.070 -13.660 0.275
C -27.232 -4.963 -11.808 1.610
H -29.825 -13.835 -4.653 -0.454
H -35.902 -17.627 -8.622 0.628
H -30.149 -12.089 -4.728 -0.486
H -28.027 -17.416 -3.422 0.632
H -29.473 -5.418 -9.052 -0.094
C -28.171 -8.980 0.206 -1.645
C -34.741 -10.869 -9.559 -2.131
H -32.141 -1.682 -6.046 0.350
C -36.620 -11.158 -11.200 -0.660
H -36.280 -8.731 -10.238 0.437
H -30.357 -5.072 -5.797 0.577
H -28.955 -15.433 -10.477 -0.197
H -26.007 -13.581 -15.377 0.468
N -36.901 -11.745 -8.769 1.712
H -31.716 -11.125 -3.802 0.104
H -33.015 -14.399 -2.505 0.544
N -31.917 -11.268 -15.486 0.381
H -38.805 -10.555 -11.394 0.516
C -27.831 -3.830 -12.599 -1.700
H -34.907 -4.434 -8.960 0.436
H -28.478 -8.775 -13.448 0.306
H -39.626 -12.879 -10.791 0.526
C -38.314 -12.234 -9.076 1.160
C -38.464 -13.553 -8.263 -1.621
H -36.178 -4.443 -6.402 0.396
C -32.615 -11.893 -17.699 -2.076
H -29.915 -4.912 -10.676 0.430
C -24.246 -13.007 -5.831 -1.610
H -37.013 -13.872 -5.281 0.511
O -31.155 -13.122 -8.167 0.389
C -31.138 -16.336 -1.947 -1.012
C -30.813 -11.962 -13.332 -1.667
C -26.564 -8.308 -1.499 -1.881
H -35.388 -12.341 -13.976 0.350
N -32.180 -11.885 -3.324 -0.469
H -25.999 -11.163 -8.819 0.193
H -38.229 -11.528 -12.499 0.484
H -28.889 -9.265 -11.687 0.109
C -30.477 -10.707 -7.993 1.063
H -27.346 -8.829 -12.017 0.497
H -31.357 -4.788 -8.410 -0.175
H -33.435 -15.071 -4.821 0.438
H -37.133 -16.066 -12.775 0.651
C -25.878 -10.526 -6.108 2.303
H -32.254 -12.897 -17.476 0.346
C -25.645 -18.359 -6.729 1.324
H -23.621 -18.286 -5.756 0.442
C -34.154 -5.212 -7.067 2.186
H -31.924 -3.071 -8.716 0.121
H -33.445 -12.037 -18.390 0.397
C -29.808 -6.700 -13.043 -1.899
C -33.616 -14.594 -10.407 -0.335
C -38.594 -12.589 -10.591 -0.815
H -31.468 -17.449 -10.584 0.449
H -34.120 -9.514 -17.565 0.434
H -25.027 -10.040 -4.257 0.267
H -24.133 -16.795 -6.520 0.127
C -29.779 -7.678 -1.955 1.500
C -29.252 -9.822 -0.497 -0.189
C -32.065 -11.312 -14.034 2.397
H -36.208 -10.381 -11.843 0.640
H -38.644 -13.448 -7.193 0.234
H -33.280 -5.169 -9.055 0.218
C -35.990 -17.596 -10.715 -1.862
O -25.764 -18.379 -4.374 -0.594
H -27.716 -6.201 1.172 0.359
C -31.340 -3.746 -8.092 -0.960
H -26.544 -7.657 -2.373 0.391
H -33.157 -14.351 -9.449 0.126
O -36.635 -15.961 -5.323 -0.345
C -36.758 -9.312 -9.450 -2.278
H -31.763 -5.074 -4.958 0.475
H -36.161 -6.142 -6.864 0.260
H -28.449 -16.144 -6.855 -1.349
H -27.867 -19.957 -4.909 0.364
H -31.099 -12.063 -12.285 -0.288
C -38.003 -16.172 -5.075 -0.690
H -33.989 -16.230 -6.095 0.534
H -33.899 -2.693 -7.967 0.411
H -23.761 -10.329 -5.418 0.308
H -30.433 -11.225 -16.475 0.408
H -25.593 -8.417 -1.015 0.385
O -26.595 -11.493 -8.143 0.290
C -27.648 -7.772 -0.581 2.000
C -33.430 -9.630 -16.728 -1.740
H -27.297 -10.880 -4.429 0.067
H -34.619 -6.188 -8.907 0.212
C -26.219 -13.847 -14.341 -1.585
H -29.531 -6.692 -14.097 0.546
C -24.113 -17.878 -6.639 -1.660
H -29.148 -13.696 -8.028 -0.431
C -25.865 -19.912 -6.886 -1.716
H -29.809 -10.397 0.243 0.548
H -25.864 -8.220 -6.237 0.241
C -35.636 -16.929 -9.416 0.781
H -33.580 -12.077 -12.499 -0.341
H -28.548 -7.568 -9.950 -0.064
C -31.485 -10.362 -6.810 0.585
H -29.505 -12.817 -3.260 0.881
H -27.289 -14.949 -10.329 0.434
H -33.849 -15.994 -8.499 -0.822
H -26.475 -12.955 -11.790 0.212
H -31.981 -11.921 -2.335 0.503
C -27.760 -4.910 -10.324 -1.750
H -34.420 -11.909 -9.606 -0.301
C -27.090 -6.843 0.554 -1.924
C -28.563 -19.242 -5.348 -1.833
H -30.486 -17.155 -2.248 0.195
H -30.089 -12.037 -9.652 -0.383
H -27.044 -10.846 -13.602 0.181
H -36.042 -11.770 -7.156 0.236
C -28.352 -8.614 -12.377 -1.445
O -28.015 -14.281 -12.065 -0.444
H -36.464 -15.063 -11.506 -0.369
H -28.793 -9.187 -3.220 0.032
C -31.427 -5.149 -5.992 -1.583
C -28.257 -14.631 -10.718 0.190
C -27.464 -13.059 -12.238 -0.044
H -30.861 -9.753 -6.157 -0.440
H -29.944 -11.321 -13.480 0.298
O -31.290 -15.431 -3.050 0.044
H -26.327 -6.169 0.163 0.455
C -27.297 -10.611 -5.485 0.201
C -30.190 -12.974 -4.093 -0.401
C -39.437 -11.276 -8.667 -1.756
H -30.914 -9.483 -1.902 -0.200
H -25.379 -17.585 -3.997 0.321
C -35.560 -5.340 -6.433 -1.966
C -25.398 -12.953 -6.802 1.765
H -25.354 -12.384 -4.018 0.154
H -34.401 -10.425 -8.623 0.791
H -26.309 -11.321 -14.958 0.289
H -33.223 -14.058 -11.271 0.041
H -32.368 -9.795 -12.404 0.129
H -40.431 -11.597 -8.978 0.334
H -36.134 -15.972 -9.263 -1.019
H -29.323 -16.745 -4.299 0.400
H -25.481 -20.385 -7.789 0.384
H -26.343 -9.084 -7.651 0.378
H -38.547 -15.558 -5.793 0.183
H -37.065 -17.713 -10.853 0.452
H -37.802 -9.105 -9.685 0.432
H -32.977 -14.902 -6.562 0.311
C -36.199 -15.686 -12.360 -1.091
H -33.154 -9.416 -13.916 0.377
H -31.567 -7.123 -2.935 0.309
H -28.511 -5.173 -1.154 0.380
C -33.756 -15.192 -5.856 -1.877
N -33.960 -16.644 -11.779 0.215
C -33.091 -11.135 -16.423 1.574
H -30.745 -9.409 -9.452 0.226
C -27.804 -17.851 -5.556 1.573
H -31.375 -9.292 -13.907 0.653
H -23.643 -12.092 -3.910 0.553
H -26.922 -20.133 -7.039 0.349
H -26.642 -14.852 -14.353 0.305
H -29.908 -8.153 -4.193 -0.599
H -27.463 -13.772 -6.863 -0.423
N -28.776 -7.000 -1.114 0.170
H -34.684 -14.387 -10.331 0.012
C -29.172 -5.463 -10.098 -0.213
H -29.536 -10.951 -7.501 -0.914
H -33.930 -6.958 -5.687 0.314
H -24.470 -14.726 -7.755 0.213
H -29.454 -17.490 -6.987 0.793
C -29.167 -8.178 -3.394 -0.291
H -33.690 -13.000 -6.527 -0.525
H -27.496 -9.733 0.611 0.408
H -30.089 -5.652 -12.940 0.420
H -28.639 -8.562 1.097 0.504
C -25.671 -4.750 -11.662 -1.900
H -28.811 -10.522 -1.207 -0.045
H -28.882 -19.727 -6.270 0.325
H -25.272 -5.537 -11.022 0.407
O -30.902 -10.551 -15.978 -0.504
H -33.752 -8.974 -15.920 0.315
C -33.355 -16.095 -10.522 1.891
N -34.569 -12.949 -6.032 -0.171
H -36.021 -12.045 -11.403 -0.303
H -31.487 -7.350 -5.986 -0.542
C -31.967 -3.851 -6.736 1.839
C -35.378 -16.924 -11.999 1.596
H -29.871 -13.008 -6.586 -0.973
H -33.222 -13.141 -13.721 0.583
N -30.118 -9.468 -8.663 0.087
H -28.028 -18.795 -8.220 0.392
H -31.371 -15.805 -11.118 0.612
C -36.289 -10.795 -9.714 2.224
H -27.525 -6.210 -14.157 0.380
H -31.513 -6.719 -7.549 -0.314
H -26.539 -7.491 1.236 0.474
H -30.677 -7.343 -12.905 0.237
H -35.123 -17.607 -14.036 0.472
O -33.320 -16.044 -12.887 -0.414
C -33.343 -12.069 -13.563 -0.594
C -24.482 -12.096 -4.606 -0.552
H -30.323 -3.357 -8.033 0.415
C -34.334 -11.897 -15.834 -1.681
H -39.293 -10.248 -8.999 0.296
H -23.977 -14.034 -5.584 0.513
H -32.202 -13.438 -4.669 -1.493
C -26.604 -13.685 -6.198 -0.825
C -31.919 -6.527 -6.556 1.121
H -23.469 -18.252 -7.434 0.382
N -25.617 -11.574 -7.143 -0.312
H -25.663 -13.791 -8.797 0.123
H -25.795 -18.103 -8.767 0.618
C -34.074 -16.720 -9.280 -0.525
H -27.710 -15.985 -4.340 -0.005
C -29.171 -6.963 -10.609 -1.150
C -34.586 -11.706 -14.352 -0.427
H -32.039 -16.639 -1.413 0.387
H -28.294 -7.568 -3.629 0.324
H -26.806 -9.280 -1.929 0.204
H -35.448 -5.566 -5.373 0.473
H -32.512 -9.189 -17.116 0.389
H -27.207 -2.945 -12.473 0.488
H -26.374 -14.705 -5.889 0.409
H -38.245 -17.208 -5.311 0.288
H -31.513 -16.070 -9.379 0.270
H -25.294 -13.887 -13.765 0.326
C -24.868 -13.756 -8.052 -1.749
H -30.455 -5.740 -2.629 0.479
H -25.436 -20.430 -6.029 0.352
H -34.746 -10.636 -14.224 0.320
H -28.872 -3.623 -12.349 0.323
H -33.494 -7.392 -7.273 -0.113
H -39.343 -14.033 -8.692 0.435
O -28.281 -5.892 -1.747 -0.448
H -31.864 -2.981 -4.852 0.456
H -34.258 -12.639 -5.122 0.296
H -27.831 -11.342 -6.093 -1.016
H -31.873 -11.219 -18.127 0.596
H -28.079 -12.847 -14.245 -0.185
H -38.135 -13.553 -10.814 0.074
H -31.283 -6.380 -1.223 0.541
O -36.770 -11.233 -7.477 -0.716
H -36.478 -8.828 -8.515 0.485
H -31.643 -13.973 -1.696 0.774
C -30.840 -11.893 -8.876 0.227
C -24.731 -10.692 -5.079 -1.430
H -27.754 -9.630 -5.619 0.334
C -34.255 -5.217 -8.572 -1.610
H -30.086 -7.553 -10.549 0.521
H -34.227 -10.341 -10.362 0.209
C -28.647 -7.141 -12.145 2.028
C -36.234 -14.626 -5.162 -1.033
N -33.441 -3.957 -6.703 0.090
C -27.757 -17.744 -8.113 -1.049
H -32.926 -16.777 -13.365 0.337
C -31.954 -14.251 -2.703 -1.791